# 1
A cluster of 2 separate species, C9H14 in total in a non-equilibrium geometry. Source: the Open Molecules 2025 dataset; level of theory: ωB97M-V with the def2-TZVPD basis set.

Orbital gap (eV): 10.0
LUMO level (eV): 1.02
Structure (SMILES): Cc1ccccc1.CC
Electronic energy (hartree): -351.28722

Geometry (Å):
C (-2.46, 0.37, -0.82)
C (0.05, 0.71, -0.72)
C (-1.24, 1.13, -0.35)
C (1.09, 1.58, -0.43)
C (-1.49, 2.20, 0.47)
C (0.82, 2.85, 0.09)
C (-0.40, 3.12, 0.65)
H (0.33, -0.16, -1.31)
H (2.09, 1.16, -0.57)
H (-3.40, 0.54, -0.28)
H (-2.38, -0.74, -0.79)
H (-2.45, 2.61, 0.71)
H (1.57, 3.62, 0.22)
H (-0.48, 4.07, 1.15)
H (-2.56, 0.49, -1.91)
C (0.88, -3.00, 1.05)
C (1.76, -2.91, -0.15)
H (0.57, -4.00, 1.38)
H (1.41, -2.49, 1.85)
H (-0.05, -2.41, 1.09)
H (2.67, -2.32, 0.06)
H (1.38, -2.53, -1.10)
H (2.30, -3.86, -0.30)

***

# 2
A cluster of 2 separate species, C9H14 in total in a non-equilibrium geometry. Source: the Open Molecules 2025 dataset; level of theory: ωB97M-V with the def2-TZVPD basis set.

Orbital gap (eV): 10.0
LUMO level (eV): 1.00
Structure (SMILES): Cc1ccccc1.CC
Electronic energy (hartree): -351.30311

Geometry (Å):
C (1.25, -2.19, 2.75)
C (0.25, -1.24, 2.01)
H (1.96, -2.60, 2.02)
H (1.77, -1.57, 3.48)
H (0.79, -3.08, 3.17)
H (0.51, -0.19, 2.20)
H (-0.76, -1.21, 2.37)
H (0.47, -1.41, 0.96)
C (-0.31, -0.04, -3.27)
C (-0.47, 1.77, 0.64)
C (0.67, 1.89, -0.16)
C (-1.60, 1.16, 0.09)
C (0.66, 1.37, -1.45)
C (-1.55, 0.48, -1.14)
C (-0.37, 0.54, -1.88)
H (-0.46, 2.03, 1.69)
H (1.54, 2.34, 0.30)
H (-2.52, 1.08, 0.65)
H (1.53, 1.54, -2.08)
H (-2.39, -0.16, -1.37)
H (-0.84, 0.66, -3.92)
H (-0.82, -1.01, -3.34)
H (0.67, -0.14, -3.73)

***

# 3
A cluster of 2 separate species, C9H14 in total in a non-equilibrium geometry. Source: the Open Molecules 2025 dataset; level of theory: ωB97M-V with the def2-TZVPD basis set.

Orbital gap (eV): 9.7
LUMO level (eV): 1.00
Structure (SMILES): Cc1ccccc1.CC
Electronic energy (hartree): -351.23949

Geometry (Å):
C (2.66, 1.47, 1.29)
C (1.85, 1.49, 2.54)
H (2.65, 2.46, 0.64)
H (3.74, 1.34, 1.31)
H (2.37, 0.87, 0.52)
H (0.78, 1.31, 2.31)
H (1.97, 2.59, 2.90)
H (2.38, 0.90, 3.41)
C (-2.71, 0.74, -1.20)
C (-1.91, -1.54, -1.63)
C (-1.73, -0.31, -0.97)
C (-0.90, -2.49, -1.57)
C (-0.59, -0.06, -0.24)
C (0.26, -2.25, -0.86)
C (0.28, -1.11, -0.06)
H (-2.86, -1.86, -2.18)
H (-0.94, -3.32, -2.22)
H (-2.68, 0.63, -2.35)
H (-2.55, 1.70, -0.50)
H (-0.49, 0.93, 0.09)
H (1.12, -2.95, -0.80)
H (1.18, -1.00, 0.56)
H (-3.88, 0.45, -1.00)

***

# 4
A cluster of 2 separate species, C9H14 in total in a non-equilibrium geometry. Source: the Open Molecules 2025 dataset; level of theory: ωB97M-V with the def2-TZVPD basis set.

Orbital gap (eV): 9.7
LUMO level (eV): 0.99
Structure (SMILES): Cc1ccccc1.CC
Electronic energy (hartree): -351.28461

Geometry (Å):
C (-2.18, 2.16, -1.24)
C (-1.51, 2.38, -2.61)
H (-1.34, 1.86, -0.61)
H (-2.29, 3.17, -0.83)
H (-3.06, 1.55, -1.09)
H (-2.16, 2.08, -3.44)
H (-0.60, 1.74, -2.73)
H (-1.26, 3.40, -2.88)
C (2.27, -2.65, 0.03)
C (-0.39, 0.22, 1.71)
C (0.89, 0.59, 1.31)
C (-0.58, -1.18, 1.86)
C (1.84, -0.37, 1.02)
C (0.31, -2.17, 1.53)
C (1.50, -1.72, 0.89)
H (-1.18, 0.93, 1.80)
H (1.21, 1.62, 1.36)
H (-1.57, -1.32, 2.30)
H (2.85, -0.17, 0.68)
H (0.05, -3.20, 1.60)
H (3.21, -2.42, -0.48)
H (1.56, -2.89, -0.76)
H (2.42, -3.59, 0.60)

***

# 5
A cluster of 2 separate species, C9H14 in total in a non-equilibrium geometry. Source: the Open Molecules 2025 dataset; level of theory: ωB97M-V with the def2-TZVPD basis set.

Orbital gap (eV): 10.0
LUMO level (eV): 1.04
Structure (SMILES): Cc1ccccc1.CC
Electronic energy (hartree): -351.30579

Geometry (Å):
C (-0.36, 3.52, -1.05)
C (0.05, 4.99, -1.34)
H (0.48, 2.87, -1.29)
H (-0.72, 3.35, -0.04)
H (-1.11, 3.24, -1.79)
H (1.03, 4.98, -1.83)
H (0.03, 5.60, -0.45)
H (-0.53, 5.44, -2.15)
C (0.65, -3.82, 0.05)
C (-0.29, 0.29, 0.80)
C (0.53, -0.05, -0.25)
C (-0.97, -0.71, 1.50)
C (0.80, -1.40, -0.55)
C (-0.68, -2.05, 1.26)
C (0.24, -2.38, 0.27)
H (-0.30, 1.30, 1.19)
H (0.97, 0.59, -1.01)
H (-1.65, -0.47, 2.31)
H (1.53, -1.69, -1.29)
H (-1.14, -2.88, 1.77)
H (1.28, -4.12, 0.89)
H (1.18, -3.89, -0.89)
H (-0.19, -4.50, -0.08)

***

# 6
A cluster of 2 separate species, C9H14 in total in a non-equilibrium geometry. Source: the Open Molecules 2025 dataset; level of theory: ωB97M-V with the def2-TZVPD basis set.

Orbital gap (eV): 9.9
LUMO level (eV): 0.99
Structure (SMILES): Cc1ccccc1.CC
Electronic energy (hartree): -351.23615

Geometry (Å):
C (-1.14, -0.16, 2.62)
C (-0.03, 0.72, 3.22)
H (-1.25, 0.32, 1.67)
H (-0.81, -1.29, 2.45)
H (-1.92, -0.19, 3.42)
H (0.39, 0.99, 2.26)
H (0.62, -0.06, 3.68)
H (-0.24, 1.58, 3.78)
C (1.64, 0.60, -3.19)
C (-0.98, -0.85, -0.10)
C (0.35, -1.29, -0.26)
C (-1.41, 0.25, -0.88)
C (1.18, -0.81, -1.26)
C (-0.53, 0.65, -1.88)
C (0.73, 0.18, -2.11)
H (-1.54, -1.35, 0.64)
H (0.58, -1.97, 0.44)
H (-2.43, 0.58, -0.74)
H (2.08, -1.39, -1.29)
H (-0.93, 1.36, -2.52)
H (2.67, 0.20, -2.78)
H (1.73, 1.67, -3.11)
H (1.26, 0.28, -4.07)

***

# 7
A cluster of 2 separate species, C9H14 in total in a non-equilibrium geometry. Source: the Open Molecules 2025 dataset; level of theory: ωB97M-V with the def2-TZVPD basis set.

Orbital gap (eV): 9.9
LUMO level (eV): 1.01
Structure (SMILES): Cc1ccccc1.CC
Electronic energy (hartree): -351.31033

Geometry (Å):
C (-0.20, 0.68, 3.21)
C (-1.09, 1.91, 3.21)
H (-0.55, -0.12, 3.87)
H (-0.13, 0.23, 2.22)
H (0.81, 0.89, 3.56)
H (-0.58, 2.69, 2.66)
H (-1.25, 2.41, 4.17)
H (-2.08, 1.71, 2.80)
C (-0.93, -1.01, -3.48)
C (1.57, -0.54, -0.02)
C (0.29, -1.10, 0.09)
C (1.95, -0.03, -1.26)
C (-0.46, -1.27, -1.06)
C (1.14, -0.07, -2.39)
C (-0.05, -0.78, -2.31)
H (2.25, -0.40, 0.80)
H (-0.19, -1.24, 1.05)
H (2.90, 0.50, -1.29)
H (-1.37, -1.86, -1.01)
H (1.44, 0.39, -3.31)
H (-1.69, -1.79, -3.44)
H (-0.38, -1.12, -4.42)
H (-1.39, -0.03, -3.66)

***

# 8
A cluster of 2 separate species, C9H14 in total. Source: the Open Molecules 2025 dataset; level of theory: ωB97M-V with the def2-TZVPD basis set.

Orbital gap (eV): 10.0
LUMO level (eV): 1.04
Structure (SMILES): Cc1ccccc1.CC
Electronic energy (hartree): -351.32120

Geometry (Å):
C (-1.74, 2.91, -2.56)
C (-0.23, 2.87, -2.28)
H (-2.16, 1.92, -2.74)
H (-2.25, 3.28, -1.66)
H (-2.05, 3.61, -3.34)
H (0.04, 1.89, -1.90)
H (0.05, 3.64, -1.56)
H (0.38, 3.05, -3.17)
C (1.54, -3.12, 1.24)
C (-0.55, 0.57, 0.50)
C (0.81, 0.57, 0.79)
C (-1.25, -0.62, 0.59)
C (1.48, -0.61, 1.07)
C (-0.57, -1.80, 0.83)
C (0.80, -1.84, 1.03)
H (-1.04, 1.47, 0.16)
H (1.38, 1.50, 0.80)
H (-2.32, -0.65, 0.49)
H (2.54, -0.53, 1.29)
H (-1.08, -2.76, 0.91)
H (0.88, -3.97, 1.38)
H (2.25, -3.01, 2.08)
H (2.21, -3.33, 0.40)

***

# 9
A cluster of 2 separate species, C9H14 in total in a non-equilibrium geometry. Source: the Open Molecules 2025 dataset; level of theory: ωB97M-V with the def2-TZVPD basis set.

Orbital gap (eV): 9.9
LUMO level (eV): 1.02
Structure (SMILES): Cc1ccccc1.CC
Electronic energy (hartree): -351.31294

Geometry (Å):
C (-0.92, 0.27, -2.94)
C (-2.42, 0.60, -2.89)
H (-0.35, 0.59, -2.07)
H (-0.80, -0.81, -3.05)
H (-0.45, 0.78, -3.78)
H (-2.98, -0.20, -2.40)
H (-2.77, 0.67, -3.92)
H (-2.63, 1.57, -2.44)
C (-0.94, -1.12, 0.66)
C (1.99, 1.23, 1.33)
C (2.71, 0.48, 2.25)
C (0.76, 0.77, 0.88)
C (0.22, -0.41, 1.34)
C (2.10, -0.65, 2.80)
C (0.86, -1.08, 2.39)
H (2.43, 2.15, 0.96)
H (3.66, 0.87, 2.59)
H (0.21, 1.31, 0.11)
H (2.70, -1.16, 3.55)
H (-0.78, -2.19, 0.56)
H (-1.30, -0.54, -0.18)
H (0.42, -1.96, 2.84)
H (-1.73, -1.16, 1.42)

***

# 10
A cluster of 2 separate species, C9H14 in total in a non-equilibrium geometry. Source: the Open Molecules 2025 dataset; level of theory: ωB97M-V with the def2-TZVPD basis set.

Orbital gap (eV): 10.1
LUMO level (eV): 1.05
Structure (SMILES): Cc1ccccc1.CC
Electronic energy (hartree): -351.31539

Geometry (Å):
C (1.26, -1.51, -0.98)
C (-0.50, 0.19, 1.93)
C (0.52, -0.26, 1.09)
C (-1.81, -0.12, 1.68)
C (0.25, -1.15, 0.07)
C (-2.09, -1.07, 0.68)
C (-1.07, -1.63, -0.04)
H (-0.14, 0.80, 2.76)
H (1.53, 0.13, 1.22)
H (-2.63, 0.29, 2.25)
H (-3.13, -1.28, 0.47)
H (1.43, -2.58, -1.12)
H (2.22, -1.05, -0.74)
H (-1.25, -2.41, -0.77)
H (0.95, -1.08, -1.94)
C (1.88, 2.11, -1.95)
C (0.54, 2.28, -1.21)
H (2.59, 2.88, -1.67)
H (2.28, 1.10, -1.89)
H (1.64, 2.14, -3.02)
H (0.64, 2.86, -0.29)
H (-0.16, 2.85, -1.82)
H (0.08, 1.35, -0.89)